(1)
{"formula": "C39H35AsN6O2PdS", "method": "the ωB97M-V functional and the def2-TZVPD basis", "species": ["Pd", "N", "C", "S", "N", "N", "C", "C", "C", "C", "C", "C", "C", "O", "H", "H", "H", "H", "H", "H", "H", "C", "C", "C", "C", "C", "N", "C", "O", "N", "C", "C", "C", "C", "N", "C", "C", "C", "H", "H", "H", "H", "H", "H", "H", "H", "H", "H", "H", "H", "H", "C", "C", "C", "C", "C", "C", "As", "C", "C", "C", "C", "C", "C", "C", "C", "C", "C", "C", "C", "H", "H", "H", "H", "H", "H", "H", "H", "H", "H", "H", "H", "H", "H", "H"], "coordinates": [[-1.167309, -1.025392, 0.822422], [-3.493151, -3.148974, 3.837409], [-3.052050, -2.532088, 2.694371], [-2.129162, -1.061427, 2.927380], [-3.389897, -3.017573, 1.570602], [-2.806484, -2.410740, 0.461243], [-3.473854, -2.621271, -0.615385], [-3.145016, -2.250778, -1.953524], [-3.981408, -2.747697, -2.978108], [-3.715386, -2.528442, -4.302092], [-2.560924, -1.795787, -4.636638], [-1.728451, -1.301651, -3.665823], [-2.000225, -1.476820, -2.278950], [-1.224124, -0.941701, -1.409669], [-3.481486, -2.613133, 4.686100], [-4.256762, -3.794679, 3.720587], [-4.374678, -3.217596, -0.485230], [-4.853941, -3.328530, -2.690934], [-4.365030, -2.922047, -5.072904], [-2.321307, -1.620112, -5.678877], [-0.839815, -0.738346, -3.925877], [1.725232, 2.354743, -3.686379], [1.318262, 3.192008, -2.500031], [0.084747, 3.825783, -2.429119], [-0.307200, 4.536314, -1.299724], [0.529346, 4.600622, -0.194931], [0.176876, 5.257429, 1.010413], [-1.023259, 5.573561, 1.605992], [-1.059722, 6.426215, 2.479071], [-2.209693, 4.970245, 1.202724], [-2.535900, 3.684813, 0.717915], [-3.735785, 3.519533, 0.040488], [-4.064465, 2.273989, -0.459375], [-3.190355, 1.221746, -0.264534], [-2.066236, 1.353192, 0.437762], [-1.748834, 2.552742, 0.921291], [1.796433, 4.031867, -0.280520], [2.181394, 3.338245, -1.414751], [0.982189, 2.403218, -4.481777], [1.827573, 1.314730, -3.372853], [2.689469, 2.677231, -4.086555], [-0.593582, 3.775841, -3.275961], [-1.267886, 5.036325, -1.284019], [0.940301, 5.659483, 1.523954], [-2.991219, 5.514446, 1.522659], [-4.405507, 4.365262, -0.084653], [-4.988938, 2.118286, -0.999608], [-3.395748, 0.241524, -0.670167], [-0.854116, 2.615455, 1.532106], [2.489871, 4.138748, 0.550224], [3.169533, 2.894305, -1.453062], [6.158214, -0.736214, -0.150151], [5.449337, -1.277438, -1.218355], [4.062507, -1.309078, -1.181104], [3.365976, -0.818153, -0.073942], [4.080858, -0.272155, 0.984752], [5.472576, -0.230210, 0.945560], [1.396939, -0.969089, -0.180003], [1.426691, -2.935717, 0.052420], [2.455090, -3.588442, 0.733960], [2.395437, -4.956215, 0.966715], [1.303220, -5.693647, 0.524296], [0.291715, -5.062342, -0.184734], [0.361783, -3.695233, -0.430934], [1.042779, -0.451710, 1.711139], [1.051652, 0.922699, 1.988908], [1.061739, 1.392420, 3.290274], [1.059470, 0.487797, 4.349213], [1.042115, -0.875772, 4.095542], [1.031997, -1.346984, 2.789748], [7.241931, -0.705179, -0.174553], [5.979525, -1.678267, -2.076321], [3.506495, -1.726403, -2.013931], [3.561149, 0.115699, 1.853263], [6.021727, 0.191645, 1.780487], [3.305027, -3.027058, 1.099613], [3.203380, -5.446722, 1.496769], [1.247400, -6.758043, 0.724095], [-0.556130, -5.629174, -0.553941], [-0.403989, -3.225900, -1.026612], [1.081082, 1.615538, 1.157908], [1.076950, 2.458986, 3.482435], [1.066015, 0.849471, 5.370964], [1.016920, -1.581402, 4.918906], [1.030082, -2.410822, 2.614923]], "atomic_forces_ev_per_a": [[-2.88, -0.79, -0.39], [0.04, 0.04, 0.01], [-0.07, 0.37, 0.45], [0.79, -0.02, -0.42], [-0.11, -0.51, -0.46], [0.63, 0.90, 0.81], [0.10, -0.14, -0.32], [-0.13, 0.02, -0.13], [-0.07, -0.04, 0.08], [0.05, 0.03, -0.07], [-0.01, -0.02, 0.12], [0.07, 0.12, -0.10], [-0.07, -0.18, 0.03], [0.56, 0.31, 0.58], [-0.01, 0.02, 0.03], [-0.02, 0.03, -0.01], [0.05, -0.10, 0.03], [0.06, 0.03, 0.00], [0.02, 0.03, 0.03], [0.00, -0.01, 0.01], [-0.03, 0.00, 0.03], [-0.01, 0.11, 0.16], [0.07, -0.02, -0.03], [-0.06, 0.03, 0.00], [-0.13, -0.02, -0.03], [-0.22, 0.04, 0.06], [-0.18, -0.34, -0.08], [-0.04, 0.14, 0.10], [0.02, -0.16, -0.19], [0.21, -0.15, -0.23], [0.21, 0.08, 0.01], [-0.10, 0.10, -0.03], [-0.11, 0.08, -0.03], [0.15, 0.00, 0.07], [0.12, 0.32, 0.04], [-0.08, -0.01, 0.09], [0.14, -0.08, 0.10], [-0.05, 0.04, 0.00], [0.02, 0.00, 0.01], [-0.01, -0.06, -0.07], [-0.06, -0.01, 0.00], [0.05, -0.04, 0.08], [0.04, -0.05, 0.01], [0.10, 0.14, 0.09], [-0.10, 0.05, 0.17], [0.08, -0.04, -0.07], [0.02, 0.01, 0.01], [-0.02, -0.06, 0.01], [-0.02, 0.02, -0.11], [-0.09, -0.09, -0.03], [0.00, -0.03, 0.01], [-0.02, 0.03, 0.02], [-0.03, -0.01, 0.01], [0.01, 0.14, 0.11], [0.05, 0.11, -0.08], [0.03, -0.02, -0.05], [0.01, -0.02, -0.03], [1.16, -0.30, -0.05], [-0.09, -0.02, 0.06], [-0.09, -0.03, 0.06], [-0.04, 0.00, -0.04], [0.00, 0.01, 0.00], [0.03, 0.02, -0.04], [0.16, -0.06, -0.02], [0.06, -0.20, 0.00], [-0.10, -0.09, -0.19], [-0.01, -0.02, 0.11], [-0.01, 0.02, -0.08], [0.01, -0.02, 0.04], [0.17, 0.18, 0.03], [-0.07, -0.02, 0.00], [-0.05, 0.05, 0.06], [0.04, -0.05, -0.04], [0.02, -0.02, 0.01], [-0.03, -0.02, -0.05], [0.02, 0.01, 0.01], [-0.03, 0.02, 0.01], [0.01, 0.06, -0.03], [0.06, 0.03, 0.02], [-0.18, 0.11, 0.02], [-0.01, 0.12, -0.08], [-0.01, -0.02, 0.00], [0.00, -0.01, -0.05], [0.02, 0.05, -0.07], [-0.01, -0.13, -0.08]], "e_homo_ev": -7.35, "e_tot_ha": -4748.0186, "de_lowest_ev": 2.1038, "gap_ev": 6.18}

---

(2)
{"formula": "C39H35AsN7O9S3V", "method": "the ωB97M-V functional and the def2-TZVPD basis", "species": ["V", "C", "C", "C", "C", "N", "C", "C", "C", "C", "C", "C", "N", "C", "C", "C", "C", "C", "N", "H", "H", "H", "H", "H", "H", "H", "H", "H", "H", "H", "O", "As", "O", "O", "C", "C", "C", "C", "C", "C", "S", "O", "O", "O", "H", "H", "H", "H", "H", "N", "C", "C", "C", "C", "C", "C", "S", "O", "O", "N", "C", "N", "C", "C", "C", "N", "H", "H", "H", "H", "H", "H", "H", "H", "H", "C", "C", "C", "C", "C", "C", "C", "S", "C", "O", "H", "H", "H", "H", "H", "H", "H", "H", "H", "H"], "coordinates": [[-0.501588, -0.513193, -0.326074], [-1.193137, 3.924347, -3.447044], [-0.388396, 3.417390, -4.454027], [-0.195601, 2.047861, -4.535745], [-0.813317, 1.231483, -3.588594], [-1.593639, 1.719093, -2.633045], [-1.781693, 3.030173, -2.562930], [-0.704861, -0.257725, -3.627925], [-0.461436, -0.898007, -4.836555], [-0.458807, -2.279832, -4.899824], [-0.820022, -2.993682, -3.774006], [-1.109888, -2.287739, -2.617266], [-0.953891, -0.958685, -2.507783], [-1.674322, -2.961744, -1.428812], [-2.236608, -4.224341, -1.482023], [-2.797167, -4.762072, -0.335275], [-2.774538, -4.023938, 0.832956], [-2.192923, -2.770049, 0.812515], [-1.677310, -2.247223, -0.297464], [-1.377691, 4.985437, -3.353665], [0.080681, 4.076924, -5.172266], [0.426841, 1.638682, -5.319430], [-2.450305, 3.367432, -1.777929], [-0.301066, -0.313224, -5.729630], [-0.223320, -2.787975, -5.824807], [-0.866939, -4.070518, -3.785595], [-2.255796, -4.776119, -2.408469], [-3.246207, -5.745537, -0.358932], [-3.193587, -4.398804, 1.755107], [-2.135389, -2.163579, 1.702641], [2.193800, 0.312937, 1.894266], [1.203967, -1.046814, 2.377933], [0.772870, -0.944718, 3.932550], [-0.260851, -0.695733, 1.426910], [2.399024, -2.530155, 2.036180], [2.975670, -2.927523, 3.242639], [3.987735, -3.876996, 3.249444], [4.427834, -4.432587, 2.060146], [3.845026, -4.053357, 0.859844], [2.831389, -3.108580, 0.843583], [2.125534, -2.725816, -0.740383], [1.849535, -3.958917, -1.420127], [3.027098, -1.810064, -1.401560], [0.867099, -2.074409, -0.274325], [2.006151, 1.027477, 2.521043], [2.620144, -2.491933, 4.167759], [4.424890, -4.183043, 4.190222], [5.213834, -5.175789, 2.065071], [4.157705, -4.506013, -0.072127], [-6.226971, -0.780151, 4.728159], [-5.577073, -0.428028, 3.573166], [-4.179554, -0.477596, 3.498713], [-3.527868, -0.160841, 2.323252], [-4.256491, 0.209148, 1.202082], [-5.643999, 0.280712, 1.265063], [-6.297537, -0.038158, 2.437397], [-3.529333, 0.556420, -0.354526], [-3.602217, -0.624821, -1.167195], [-4.066991, 1.769787, -0.888593], [-1.880496, 0.775884, -0.019179], [-1.552208, 1.933706, 0.720977], [-2.526548, 2.587214, 1.342847], [-2.178050, 3.644150, 2.061100], [-0.859740, 4.047102, 2.196016], [0.074504, 3.292524, 1.512939], [-0.256517, 2.246690, 0.757641], [-5.701445, -0.838854, 5.581331], [-7.198211, -0.547947, 4.829148], [-3.601824, -0.754622, 4.372317], [-2.445787, -0.177796, 2.302807], [-6.212845, 0.594327, 0.399575], [-7.378136, 0.017743, 2.480638], [-2.983677, 4.174775, 2.556334], [-0.578572, 4.897235, 2.798940], [1.131314, 3.529281, 1.564667], [6.328620, 3.482907, 1.657768], [5.154413, 3.006523, 0.853334], [5.051766, 1.668552, 0.466249], [3.973943, 1.210348, -0.265313], [2.973429, 2.115945, -0.602659], [3.053105, 3.455930, -0.245085], [4.146600, 3.893988, 0.486005], [1.640025, 1.694457, -1.659056], [2.590909, 0.959449, -2.982507], [0.924989, 0.439755, -1.110969], [7.128643, 2.745327, 1.669346], [6.032977, 3.671737, 2.691550], [6.726225, 4.415367, 1.257312], [5.833432, 0.975120, 0.750435], [3.895630, 0.170383, -0.557312], [2.275871, 4.149163, -0.543064], [4.221957, 4.937800, 0.765054], [3.074681, 0.067999, -2.587002], [3.316416, 1.704932, -3.306729], [1.916106, 0.703627, -3.790176]], "atomic_forces_ev_per_a": [[0.29, 0.01, 0.18], [0.01, -0.02, 0.00], [-0.01, 0.02, 0.01], [-0.02, -0.01, 0.02], [0.06, -0.01, -0.06], [0.02, 0.03, -0.06], [0.02, 0.04, -0.01], [-0.04, 0.11, -0.04], [0.01, 0.00, 0.02], [-0.03, -0.02, 0.07], [0.02, 0.14, -0.09], [-0.05, -0.14, 0.08], [-0.08, -0.41, 0.10], [-0.03, 0.01, -0.03], [-0.01, 0.03, 0.04], [-0.01, 0.00, 0.00], [0.02, 0.04, 0.00], [-0.04, 0.00, 0.03], [0.14, -0.08, 0.03], [0.00, 0.01, -0.01], [0.00, 0.00, 0.00], [0.01, -0.02, 0.00], [0.00, 0.00, -0.01], [0.00, 0.00, -0.01], [0.00, 0.00, 0.00], [0.01, -0.02, -0.01], [0.00, -0.01, -0.01], [0.00, 0.00, 0.00], [-0.01, -0.01, 0.00], [0.02, -0.06, -0.02], [0.03, 0.01, 0.01], [-0.21, 0.14, -0.02], [-0.06, -0.08, -0.02], [0.31, -0.02, -0.05], [-0.06, -0.06, 0.00], [-0.01, -0.03, -0.05], [-0.02, 0.01, 0.02], [-0.01, 0.00, -0.01], [0.00, -0.03, 0.05], [0.04, -0.05, -0.01], [0.00, 0.07, 0.25], [0.06, -0.03, -0.06], [-0.04, 0.06, -0.02], [-0.10, 0.30, -0.48], [0.04, 0.01, -0.07], [0.00, 0.00, 0.00], [0.00, 0.01, 0.00], [0.00, 0.00, -0.01], [-0.02, 0.00, -0.01], [-0.03, -0.09, 0.01], [0.02, 0.02, -0.01], [0.01, 0.01, -0.02], [-0.01, 0.05, 0.03], [-0.10, -0.01, 0.05], [0.01, -0.02, 0.03], [0.00, 0.00, -0.03], [0.21, 0.10, -0.40], [0.02, 0.00, -0.01], [-0.08, -0.01, 0.07], [-0.18, 0.19, 0.55], [-0.02, -0.22, -0.06], [0.00, 0.07, 0.00], [-0.04, -0.02, 0.02], [0.06, -0.02, -0.02], [-0.07, -0.03, 0.00], [0.00, 0.05, 0.02], [0.01, 0.02, 0.01], [-0.01, 0.04, 0.00], [0.00, 0.00, 0.01], [0.02, 0.04, -0.01], [0.02, 0.00, -0.02], [0.00, 0.00, 0.01], [-0.01, -0.01, -0.01], [0.00, 0.00, 0.00], [0.03, 0.01, -0.01], [0.03, 0.02, 0.03], [0.02, -0.05, -0.01], [0.03, -0.01, 0.06], [-0.08, 0.06, 0.06], [0.12, -0.04, 0.02], [0.05, -0.01, 0.09], [-0.06, 0.01, -0.04], [-0.35, -0.01, -0.26], [0.12, 0.04, 0.08], [0.11, -0.03, 0.07], [0.00, -0.01, 0.00], [-0.01, 0.00, 0.00], [-0.01, 0.00, 0.00], [0.00, 0.00, -0.02], [-0.01, -0.02, 0.06], [-0.02, -0.01, -0.02], [0.00, 0.00, 0.00], [0.00, -0.02, -0.03], [-0.03, -0.01, -0.03], [-0.05, -0.04, -0.03]], "e_homo_ev": [-10.09, -10.09], "e_tot_ha": -6941.8878, "multiplicity": 2, "de_lowest_ev": 0.2931, "gap_ev": [5.95, 6.73], "s_squared": 0.77, "total_charge": 1}